(1)
Molecular formula: C2HClN3O
Method: DFT, ωB97M-V/def2-TZVPD

## Properties
- gap between HOMO and LUMO (alpha / beta) (eV) = 7.03 / 7.02
- E_tot (eV) = -21117.6975
- charge = +1

Cartesian coordinates (Å):
C (0.611, 0.163, 0.952)
C (-0.984, -0.999, -1.120)
N (0.674, 1.446, 0.772)
N (1.008, 2.546, 0.693)
N (0.060, -0.356, -1.067)
O (-2.057, -1.367, -1.207)
Cl (-0.246, -0.608, 2.122)
H (0.935, -0.825, -1.144)

Mulliken atomic charge list, values in e, 5 entries:
1 C 0.32
2 C 0.60
3 N 0.51
4 N -0.21
5 N -0.48

***

(2)
Molecular formula: C2HClNO2
Method: DFT, ωB97M-V/def2-TZVPD

## Properties
- gap between HOMO and LUMO (eV) = 7.38
- E_tot (eV) = -20198.5416
- charge = -1

Cartesian coordinates (Å):
C (0.558, 0.242, -0.147)
C (-1.693, -0.599, 0.026)
N (1.583, -0.418, -0.126)
O (-2.101, -0.397, -1.043)
O (-1.660, -0.961, 1.130)
Cl (0.784, 2.206, 0.145)
H (2.529, -0.073, 0.014)

Mulliken atomic charge list, values in e, 5 entries:
1 C -0.18
2 C 0.75
3 N -0.49
4 O -0.41
5 O -0.41

***

(3)
Molecular formula: C2HCuO3
Method: DFT, ωB97M-V/def2-TZVPD

## Properties
- gap between HOMO and LUMO (alpha / beta) (eV) = 6.68 / 6.68
- E_tot (eV) = -52839.3113
- charge = +2

Cartesian coordinates (Å):
O (0.551, -1.667, -1.886)
H (0.061, -1.363, -2.679)
O (0.344, -1.272, 0.553)
C (0.334, -0.852, -0.674)
C (1.161, -0.010, -1.353)
O (0.836, -0.517, 1.436)
Cu (0.564, -0.888, 3.924)

Mulliken atomic charge list, values in e, 5 entries:
1 O -0.21
2 H 0.46
3 O 0.23
4 C 0.64
5 C 0.15

***

What did the first record say?
Molecular formula: C2HClN3O
Method: DFT, ωB97M-V/def2-TZVPD

## Properties
- gap between HOMO and LUMO (alpha / beta) (eV) = 7.03 / 7.02
- E_tot (eV) = -21117.6975
- charge = +1

Cartesian coordinates (Å):
C (0.611, 0.163, 0.952)
C (-0.984, -0.999, -1.120)
N (0.674, 1.446, 0.772)
N (1.008, 2.546, 0.693)
N (0.060, -0.356, -1.067)
O (-2.057, -1.367, -1.207)
Cl (-0.246, -0.608, 2.122)
H (0.935, -0.825, -1.144)

Mulliken atomic charge list, values in e, 5 entries:
1 C 0.32
2 C 0.60
3 N 0.51
4 N -0.21
5 N -0.48

***

> The lowest charge belongs to which entry?

C2HClNO2

***

> E_tot of number 2 (C2HClNO2)?

-20198.5416 eV

***

Copy entry 2 word for word.
Molecular formula: C2HClNO2
Method: DFT, ωB97M-V/def2-TZVPD

## Properties
- gap between HOMO and LUMO (eV) = 7.38
- E_tot (eV) = -20198.5416
- charge = -1

Cartesian coordinates (Å):
C (0.558, 0.242, -0.147)
C (-1.693, -0.599, 0.026)
N (1.583, -0.418, -0.126)
O (-2.101, -0.397, -1.043)
O (-1.660, -0.961, 1.130)
Cl (0.784, 2.206, 0.145)
H (2.529, -0.073, 0.014)

Mulliken atomic charge list, values in e, 5 entries:
1 C -0.18
2 C 0.75
3 N -0.49
4 O -0.41
5 O -0.41